Entry 1
Formula: CH4O3S
Source: OMol25
Level of theory: ωB97M-V with the def2-TZVPD basis set

XYZ file:
```
9
CH4O3S (ωB97M-V with the def2-TZVPD basis set)
C 0.19399 -0.11378 0.16844
O 0.60492 -1.24636 -0.59297
O 0.49210 0.98881 -0.57384
O -1.00231 -0.14681 0.75932
S -2.33072 0.01432 -0.30717
H 1.18776 0.11408 1.47436
H 0.16225 -2.04693 -0.43365
H 0.23528 0.84104 -1.48752
H -2.17341 -1.35746 -0.82253
```

Entry 2
Formula: CH4O3S
Source: OMol25
Level of theory: ωB97M-V with the def2-TZVPD basis set

XYZ file:
```
9
CH4O3S (ωB97M-V with the def2-TZVPD basis set)
O -0.57313 0.78203 -2.58587
C 0.19812 0.87873 -1.73131
O 0.41138 1.93966 -0.96528
O 0.92174 -0.08110 -1.17421
H -0.18841 2.70128 -1.05172
H 1.70387 0.26490 -0.64630
S -0.72257 -1.64073 2.29228
H -1.69583 -2.51783 1.98967
H -1.39139 -0.52944 1.96161
```

SMILES	O=C(O)O.S

Which one sits at the bottom of the stability order? entry 1 does.

Entry 1
Formula: CH3Br2ClP
Source: OMol25
Level of theory: ωB97M-V with the def2-TZVPD basis set

XYZ file:
```
8
CH3Br2ClP (ωB97M-V with the def2-TZVPD basis set)
C 0.78397 0.50406 0.35138
P -0.79373 -0.31842 -0.18410
Cl -2.49675 0.14662 0.65471
Br -0.87783 -0.00780 -2.38200
Br -0.25611 -2.43358 -0.01944
H 1.74595 0.38258 -0.19222
H 1.13125 0.13086 1.37006
H 0.76325 1.59568 0.40160
```

total charge	+1

Entry 2
Formula: CH3Br2ClP
Source: OMol25
Level of theory: ωB97M-V with the def2-TZVPD basis set

XYZ file:
```
8
CH3Br2ClP (ωB97M-V with the def2-TZVPD basis set)
C 0.24148 0.04165 -0.01878
P 2.08625 0.10074 0.25588
Cl 2.76592 1.16482 2.78098
Br 2.98732 -1.92723 0.07003
Br 3.00014 1.34894 -1.24945
H -0.28892 -0.85437 0.54752
H -0.00207 -0.12954 -1.19555
H -0.10571 1.11971 0.05554
```

total charge	+1

Which one sits at the bottom of the stability order? entry 2 does.

Entry 1
Formula: C18H22N2O3S
Source: OMol25
Level of theory: ωB97M-V with the def2-TZVPD basis set

XYZ file:
```
46
C18H22N2O3S (ωB97M-V with the def2-TZVPD basis set)
C -9.00195 -0.91178 0.56731
C -7.53462 -0.53537 0.71817
C -6.87612 -0.32915 -0.64402
O -5.52675 0.10804 -0.51334
C -4.59865 -0.84041 -0.31617
O -4.85101 -2.02165 -0.27004
C -3.23816 -0.27756 -0.17384
C -2.99165 1.09303 -0.21021
C -1.70872 1.57981 -0.06813
C -0.64426 0.69674 0.11232
N 0.66808 1.12578 0.26916
C 1.18148 2.38377 0.23029
O 0.55726 3.40549 0.06174
C 2.69156 2.37620 0.47830
N 3.29188 1.11979 0.06748
C 3.41938 1.05563 -1.37853
C 4.56950 0.86450 0.72633
C 5.02741 -0.53234 0.46624
C 4.43149 -1.69484 0.84729
C 5.12879 -2.84359 0.41072
C 6.24466 -2.53757 -0.29663
S 6.46575 -0.84018 -0.44920
C -0.88934 -0.67828 0.14631
C -2.17186 -1.15822 0.00605
H -9.45513 -1.05782 1.54429
H -9.10159 -1.83422 0.00028
H -9.54789 -0.12731 0.04772
H -7.44037 0.38530 1.29813
H -7.00021 -1.32702 1.24646
H -7.38153 0.46007 -1.20556
H -6.89680 -1.26378 -1.21499
H -3.81475 1.77549 -0.34990
H -1.51729 2.63954 -0.09586
H 1.37627 0.40378 0.37834
H 3.13009 3.25317 -0.02147
H 2.82800 2.50686 1.55654
H 3.73970 0.05565 -1.66602
H 4.14789 1.78337 -1.76324
H 2.45229 1.25825 -1.83501
H 4.41967 0.99734 1.80306
H 5.34856 1.57148 0.39570
H 3.52634 -1.72950 1.42666
H 4.81258 -3.84990 0.61902
H 6.95937 -3.20148 -0.74022
H -0.06350 -1.36215 0.28310
H -2.37564 -2.21788 0.03161
```

SMILES	CCCOC(=O)c1ccc(NC(=O)CN(C)Cc2cccs2)cc1

Entry 2
Formula: C18H22N2O3S
Source: OMol25
Level of theory: ωB97M-V with the def2-TZVPD basis set

XYZ file:
```
46
C18H22N2O3S (ωB97M-V with the def2-TZVPD basis set)
C -0.58568 -2.47609 -2.63302
C -1.57394 -2.51921 -1.48331
O -0.84403 -2.45734 -0.25705
C -1.56259 -2.58315 0.86110
O -2.73028 -2.86469 0.89669
C -0.68125 -2.53319 2.09815
S 0.63896 -1.30857 1.94405
C -0.33651 0.00953 1.31572
N -1.58482 -0.25552 1.16497
C -2.41626 0.71034 0.67494
C -3.76890 0.41660 0.47524
C -4.60762 1.39419 -0.00820
C -4.12538 2.67131 -0.29807
C -2.79533 2.97002 -0.10900
C -1.92437 1.99240 0.37716
C -0.50889 2.28098 0.56499
O 0.02637 3.34750 0.34591
N 0.25375 1.19630 1.03201
C 1.68499 1.40338 1.15481
C 2.37693 1.39775 -0.21409
C 3.88489 1.59767 -0.05679
C 4.42731 0.20792 0.29084
C 3.43912 -0.79485 -0.33186
C 2.29160 0.04114 -0.91626
H -1.12091 -2.55095 -3.57500
H -0.02656 -1.54435 -2.61626
H 0.11578 -3.30238 -2.55453
H -2.26731 -1.67072 -1.51876
H -2.16307 -3.44292 -1.49425
H -1.29610 -2.30519 2.96772
H -0.18283 -3.49408 2.23304
H -4.11721 -0.57794 0.70551
H -5.65305 1.17219 -0.16412
H -4.80052 3.42552 -0.67312
H -2.39529 3.94845 -0.32812
H 1.83057 2.38287 1.61956
H 2.09272 0.62486 1.80009
H 1.92891 2.19267 -0.81465
H 4.29855 1.93359 -1.00819
H 4.12933 2.34076 0.70047
H 4.46794 0.07835 1.37226
H 5.43721 0.07220 -0.09322
H 3.06152 -1.47934 0.42653
H 3.91416 -1.39238 -1.10860
H 2.44174 0.18888 -1.98692
H 1.32637 -0.44450 -0.77834
```

SMILES	CCOC(=O)CSc1nc2ccccc2c(=O)n1CC1CCCC1

Which one sits at the bottom of the stability order? entry 1 does.

Entry 1
Formula: H66O33
Source: OMol25
Level of theory: ωB97M-V with the def2-TZVPD basis set

XYZ file:
```
99
H66O33 (ωB97M-V with the def2-TZVPD basis set)
O 0.33912 -5.33839 0.11774
H -0.07267 -4.47469 0.09158
H -0.01802 -5.79765 -0.64237
O 0.37065 -1.06207 -2.76863
H -0.30051 -1.70735 -2.54642
H 1.08822 -1.57868 -3.13529
O -2.11323 -2.05077 -2.24917
H -2.90687 -2.46144 -2.59225
H -2.10585 -2.28166 -1.32026
O 2.82699 0.50179 -4.53205
H 3.68081 0.60419 -4.95246
H 2.68172 -0.44409 -4.51107
O 1.81646 1.75768 0.12799
H 1.65053 2.17538 -0.71714
H 1.10041 1.13080 0.23056
O 4.26382 0.24100 -1.83091
H 3.68782 1.00458 -1.86842
H 4.82908 0.32885 -2.59836
O -2.90150 4.06784 2.99996
H -2.01495 3.86388 3.29770
H -2.83433 4.94892 2.63197
O -3.27066 0.61404 -0.82400
H -4.07853 0.33352 -0.39400
H -3.24169 0.10640 -1.63498
O -2.36377 2.99209 -1.57624
H -3.03905 2.50781 -1.10117
H -1.82363 2.31445 -1.98278
O -5.51648 -0.83504 -0.04467
H -6.22394 -0.19057 -0.06436
H -5.24047 -0.86049 0.87151
O -1.59657 1.65121 1.38556
H -1.31206 2.33488 1.99211
H -2.42278 1.97632 1.02793
O -4.37883 -1.22897 2.43198
H -3.43039 -1.19684 2.55708
H -4.73130 -0.66991 3.12440
O -0.68025 2.69114 4.18559
H 0.21843 2.88445 3.91867
H -0.59927 1.94276 4.77685
O 4.21847 -3.62575 0.71615
H 4.11295 -4.57304 0.80410
H 3.70651 -3.39828 -0.05999
O -5.17925 2.96039 1.85468
H -5.16332 3.87433 1.57059
H -4.35409 2.84080 2.32483
O -0.03123 -1.78106 4.95450
H -0.00560 -1.98809 4.02031
H -0.44875 -2.54224 5.35764
O 1.97585 2.64624 3.48028
H 2.24584 3.43880 3.01640
H 2.61221 2.55469 4.18944
O -1.09535 -2.83802 0.54611
H -1.78443 -3.36231 0.95417
H -0.85199 -2.19864 1.21559
O 0.07456 -0.14608 0.11868
H -0.74052 0.33018 0.27700
H -0.14523 -0.77659 -0.56716
O 2.72090 4.31200 1.10476
H 3.14036 4.51621 0.26895
H 2.31307 3.45721 0.96608
O 1.99366 2.36919 -2.74797
H 1.05350 2.48717 -2.88366
H 2.26119 1.76129 -3.43726
O 2.97313 -2.19756 3.61773
H 2.67397 -1.85344 4.45935
H 2.76584 -1.50659 2.98858
O 1.50392 -0.03387 2.72458
H 1.00105 0.10970 1.92287
H 1.78275 0.84159 2.99301
O 2.42612 -2.39308 -1.07649
H 2.76933 -1.63859 -1.55524
H 1.74158 -2.02970 -0.51473
O -0.43085 4.75932 1.26256
H 0.37490 4.99265 0.80152
H -1.12982 5.14498 0.73441
O 3.01676 -4.41259 -2.99709
H 2.78912 -3.94786 -2.19184
H 3.92428 -4.68775 -2.86701
O -1.29832 5.39969 -1.84155
H -1.86805 4.72104 -1.47950
H -0.98170 5.03216 -2.66672
O -1.43072 -0.48522 2.85058
H -0.94193 -0.09428 3.57480
H -1.63615 0.25114 2.27455
O 4.20629 0.25957 1.07824
H 3.35812 0.57350 1.39175
H 4.04454 -0.00480 0.17261
O 2.53123 -2.17576 -4.30801
H 2.82258 -2.95715 -3.83815
H 2.97537 -2.22518 -5.15450
O -0.85459 1.48240 -3.10547
H -0.63508 0.55074 -3.09675
H -1.06544 1.67072 -4.01997
O -3.53321 -4.34619 0.49971
H -3.70176 -3.60566 1.08232
H -3.50046 -5.10612 1.08080
O 0.08447 -3.84949 -4.85424
H 0.40747 -2.95589 -4.97001
H 0.86912 -4.39592 -4.89863
```

Entry 2
Formula: H66O33
Source: OMol25
Level of theory: ωB97M-V with the def2-TZVPD basis set

XYZ file:
```
99
H66O33 (ωB97M-V with the def2-TZVPD basis set)
O -0.68547 -1.78425 0.26531
H -0.49481 -2.29960 -0.59629
H -1.59289 -1.50064 0.31404
O -1.84770 4.01691 2.28518
H -0.90065 4.26687 2.27146
H -2.33474 4.56393 1.65034
O -1.06686 1.44327 1.44860
H -1.35691 2.32689 1.78629
H -1.02693 0.99041 2.32805
O 4.12215 2.44082 -1.12222
H 3.96022 1.62627 -1.69181
H 4.69200 2.12978 -0.43569
O -2.91000 -3.47207 1.99365
H -3.33148 -3.08613 1.25635
H -3.14946 -4.38731 1.81856
O -2.51556 2.52670 4.53027
H -2.40873 3.13045 3.74236
H -3.45897 2.32977 4.66944
O 2.94562 -2.62396 -0.16240
H 2.96136 -3.20009 0.60934
H 3.76895 -2.10036 0.03107
O 3.78280 0.54630 -3.43835
H 4.13763 1.29655 -3.94552
H 4.01942 -0.27561 -3.88645
O 0.89063 4.26425 2.09660
H 1.04913 3.89718 1.20921
H 1.34735 3.54013 2.62830
O -0.04927 -3.77612 -4.75806
H -0.00766 -3.33470 -3.88266
H -0.59018 -3.15532 -5.18292
O -4.55011 0.40363 2.21635
H -4.77343 -0.51626 1.99847
H -3.76441 0.57530 1.77192
O 0.08254 -4.02803 1.91000
H -0.17283 -3.21319 1.43023
H -0.74563 -4.30433 2.38375
O 2.54567 2.65671 3.41317
H 2.27326 1.75463 3.67704
H 3.00375 2.54629 2.56094
O -2.66167 5.41302 -2.16123
H -1.71914 5.42927 -2.32318
H -2.97007 6.09533 -2.73894
O 1.60622 0.31267 4.52956
H 1.60267 0.09066 5.47318
H 0.69471 0.31594 4.25462
O -2.65351 0.13538 -0.15094
H -2.24827 -0.08116 -1.03268
H -2.08170 0.80457 0.33274
O -2.54621 6.16688 0.71014
H -1.70445 6.59699 0.61432
H -2.99993 5.95668 -0.12209
O 0.82006 0.90194 -2.83607
H 0.70434 0.89621 -1.87628
H 1.80352 0.80253 -2.89380
O -1.69182 2.20802 -2.17253
H -1.74748 2.90851 -2.84633
H -2.40179 2.49165 -1.55113
O 0.29074 5.35746 -2.40063
H 0.70949 6.23833 -2.53793
H 0.91493 4.83400 -1.90082
O -3.38551 -3.12288 -2.55479
H -3.91834 -3.58005 -3.20183
H -2.93316 -2.46056 -3.10128
O -2.21614 -2.02511 4.07054
H -2.52025 -2.66965 3.39477
H -1.91431 -2.51972 4.87794
O -1.04741 0.25214 4.04726
H -1.55193 -0.52056 3.88860
H -1.68761 0.93796 4.37538
O -1.40709 -1.03421 -3.18678
H -0.79788 -1.46398 -2.56333
H -1.00602 -0.15073 -3.28072
O 1.27474 -5.23627 -0.41821
H 0.86758 -4.95260 0.42062
H 2.13356 -5.48701 -0.22284
O 1.62335 3.42499 -1.10715
H 2.60094 3.41286 -1.01369
H 1.50222 2.89533 -1.91982
O 2.70668 -4.35219 -4.64006
H 2.94677 -5.25487 -4.36295
H 1.72767 -4.33691 -4.62051
O 4.58441 -2.16656 -3.74834
H 4.09212 -2.83288 -4.26395
H 4.38549 -2.37005 -2.82991
O 0.56575 -2.88922 -1.90685
H 0.78678 -3.63517 -1.31888
H 1.36946 -2.37465 -1.73494
O -4.32435 -2.11043 0.16277
H -4.25706 -2.63626 -0.62450
H -3.73256 -1.37116 -0.02730
O 2.81192 -4.14113 2.18942
H 1.99210 -3.97147 2.63473
H 3.48171 -4.38613 2.80284
O 3.61080 0.59276 1.31202
H 2.86426 0.65634 0.65041
H 3.18247 0.31263 2.07450
O 0.99519 0.61822 -0.14226
H 0.38938 1.12069 0.42143
H 0.63583 -0.26150 -0.09627
```

Which one sits at the bottom of the stability order? entry 1 does.

Entry 1
Formula: C5H9NO
Source: OMol25
Level of theory: ωB97M-V with the def2-TZVPD basis set

XYZ file:
```
16
C5H9NO (ωB97M-V with the def2-TZVPD basis set)
O 3.28767 0.76888 0.23862
C 2.15135 0.84251 -0.16652
C 1.41186 -0.31861 -0.72967
C -0.01030 0.06615 -1.24680
C -0.98773 0.31231 -0.10373
C -1.87478 -0.88532 1.78789
N -1.26677 -0.88453 0.60309
H 1.50034 1.72147 0.00716
H 1.25253 -1.06791 0.06356
H 1.94505 -0.90184 -1.48191
H -0.50669 -0.72429 -1.79248
H 0.20265 0.99861 -1.77394
H -0.75922 1.18650 0.55971
H -1.91356 0.74254 -0.59102
H -2.72470 -1.57423 1.93153
H -1.70769 -0.28224 2.69450
```

2S+1	2
total charge	-1
expectation value of S²	0.7539

Entry 2
Formula: C5H9NO
Source: OMol25
Level of theory: ωB97M-V with the def2-TZVPD basis set

XYZ file:
```
16
C5H9NO (ωB97M-V with the def2-TZVPD basis set)
O -0.65603 2.05352 0.41606
C 0.07814 1.30123 1.15113
C -0.01601 -0.22406 1.09394
C -0.19743 -0.66936 -0.33246
C 0.83128 0.00469 -1.19787
C 0.66701 0.49167 -2.43169
N -1.03174 -0.73619 2.05697
H 0.58812 1.60579 2.08319
H 0.96749 -0.52464 1.47857
H -0.09494 -1.73759 -0.55223
H -1.17151 -0.37045 -0.72133
H 1.87519 -0.27373 -1.00525
H 1.43127 0.65562 -3.17018
H -0.36212 0.70568 -2.72981
H -0.95751 -1.74100 2.18893
H -1.95121 -0.54118 1.67201
```

2S+1	2
total charge	-1
expectation value of S²	0.7535

Which one sits at the bottom of the stability order? entry 1 does.

Entry 1
Formula: C2H5N2O2
Source: OMol25
Level of theory: ωB97M-V with the def2-TZVPD basis set

XYZ file:
```
11
C2H5N2O2 (ωB97M-V with the def2-TZVPD basis set)
C -1.29058 -0.74318 -1.30001
C -0.45054 -0.41912 -0.36327
O 0.45539 -1.41817 0.20939
N -0.26822 0.89087 0.21170
N 1.26052 1.15606 0.44220
O 1.97839 0.35608 1.36008
H -1.22197 -1.83847 -1.69715
H -1.99226 -0.01870 -1.67468
H 1.20017 -0.94267 0.90916
H -0.74116 0.89623 1.07012
H 1.07026 2.08108 0.83246
```

SMILES	C=C(O)NN[O-]
total charge	-1

Entry 2
Formula: C2H5N2O2
Source: OMol25
Level of theory: ωB97M-V with the def2-TZVPD basis set

XYZ file:
```
11
C2H5N2O2 (ωB97M-V with the def2-TZVPD basis set)
N -0.07176 -0.31902 -0.59053
C 0.67875 -0.56010 -1.63282
N 0.65927 -0.07905 -2.85852
H -0.78338 0.39261 -0.70157
H 0.28658 -0.49392 0.36886
H 1.59730 -1.13167 -1.37360
H 1.17286 0.79903 -2.86515
O -1.67423 -0.60913 2.58237
C -0.89735 0.32928 2.42341
O 0.27995 0.31097 1.95863
H -1.24800 1.36100 2.68892
```

total charge	-1

Which one sits at the bottom of the stability order? entry 1 does.

Entry 1
Formula: C3HN2O3
Source: OMol25
Level of theory: ωB97M-V with the def2-TZVPD basis set

XYZ file:
```
9
C3HN2O3 (ωB97M-V with the def2-TZVPD basis set)
C 0.93798 0.39525 -1.59306
C -0.31515 -1.45207 2.02830
C -1.31730 0.75216 -0.09144
N -0.16516 0.29653 -1.23165
N 0.73154 -1.31288 1.51901
O 2.08190 0.27253 -1.79494
O -1.70722 1.86544 -0.30276
O -1.55214 -0.17133 0.62382
H 1.30556 -0.64562 0.84272
```

total charge	-1

Entry 2
Formula: C3HN2O3
Source: OMol25
Level of theory: ωB97M-V with the def2-TZVPD basis set

XYZ file:
```
9
C3HN2O3 (ωB97M-V with the def2-TZVPD basis set)
C -1.12185 0.52247 -0.07404
C 0.94820 1.74667 0.04504
C 2.98152 -0.30769 -0.09535
N 4.08337 -0.64214 -0.00188
N -0.32443 1.63670 0.12809
O -2.32482 0.55341 -0.10379
O 1.77066 -0.05376 0.01358
O 1.82316 2.52904 -0.06815
H -0.46872 -0.50105 -0.11428
```

total charge	-1

Which one sits at the bottom of the stability order? entry 1 does.

Entry 1
Formula: CH8O5
Source: OMol25
Level of theory: ωB97M-V with the def2-TZVPD basis set

XYZ file:
```
14
CH8O5 (ωB97M-V with the def2-TZVPD basis set)
O 2.44698 -2.69807 0.21548
C 1.68608 -2.14886 1.00286
O 1.53250 -0.77114 1.00943
H 1.46841 -2.58362 1.94134
H 0.65366 -0.42738 1.30894
O 0.61512 2.40109 2.07349
H 0.95794 3.08517 1.51020
H 0.53352 1.67059 1.42979
O -3.28161 0.88392 -0.17182
H -3.40728 -0.05337 0.12023
H -3.03516 1.39221 0.55550
O 0.12400 -0.45692 -3.95026
H 0.23458 -0.57052 -3.05868
H -0.52875 0.27690 -3.98650
```

SMILES	O=CO.O.O.O

Entry 2
Formula: CH8O5
Source: OMol25
Level of theory: ωB97M-V with the def2-TZVPD basis set

XYZ file:
```
14
CH8O5 (ωB97M-V with the def2-TZVPD basis set)
O 1.83637 0.62256 -0.09133
C 2.60833 -0.09569 -0.71141
O 2.30866 -1.38203 -0.95449
H 3.51909 0.39182 -1.10319
H 1.33445 -1.43350 -1.02878
O -0.46566 -1.19079 -0.83256
H -0.97343 -1.05555 -0.01890
H -1.11553 -1.39858 -1.51622
O -2.58020 -0.39877 1.37340
H -2.68756 -0.44099 2.33068
H -1.94369 0.30844 1.18383
O -0.80391 1.94860 0.79302
H -1.18515 2.17036 -0.06552
H 0.14825 1.95411 0.64149
```

SMILES	O=CO.O.O.O

Which one sits at the bottom of the stability order? entry 1 does.